Record 1
Computed, not measured: C30H39O6SSbTi as an isolated structure, with ωB97M-V with the def2-TZVPD basis set.

## Properties
energy relative to the best compared isomer or geometry (same formula, charge and spin) = 0.0 kcal per mole
net charge = +3
E_HOMO (alpha / beta) = -16.207 / -16.206 eV
spin multiplicity = 2

Structure (XYZ):
```
78
C30H39O6SSbTi, DFT ωB97M-V with the def2-TZVPD basis set
Ti -1.98 0.24 0.54
C -1.10 -2.42 -0.40
C -1.43 -1.67 -1.67
O -2.36 -0.60 -1.31
C -2.55 0.42 -2.34
C -3.37 1.54 -1.73
O -2.75 1.83 -0.46
C -3.06 3.05 0.25
C -2.38 2.92 1.61
O -2.50 1.55 2.10
C -3.71 1.26 2.85
C -4.82 0.87 1.89
O -4.28 0.04 0.83
C -4.65 -1.35 0.93
C -3.92 -1.96 2.10
O -2.59 -1.40 2.05
C -1.55 -2.25 2.58
C -0.28 -1.85 1.86
O -0.62 -1.42 0.52
H -0.31 -3.15 -0.58
H -1.98 -2.92 0.01
H -1.90 -2.33 -2.41
H -0.53 -1.21 -2.10
H -3.06 -0.03 -3.20
H -1.57 0.79 -2.62
H -4.41 1.24 -1.55
H -3.34 2.42 -2.37
H -4.15 3.15 0.31
H -2.65 3.90 -0.30
H -2.80 3.61 2.34
H -1.31 3.10 1.52
H -3.98 2.13 3.44
H -3.44 0.45 3.53
H -5.27 1.74 1.40
H -5.61 0.34 2.41
H -4.35 -1.80 -0.01
H -5.74 -1.44 1.02
H -3.87 -3.05 2.00
H -4.37 -1.73 3.07
H -1.83 -3.29 2.40
H -1.45 -2.10 3.66
H 0.44 -2.67 1.80
H 0.20 -0.99 2.32
S 0.11 1.43 0.04
Sb 2.23 0.54 -0.46
C 2.30 -0.05 -2.46
C 3.41 -0.79 -2.85
C 3.56 -1.13 -4.19
C 2.62 -0.72 -5.12
C 1.53 0.05 -4.73
C 1.37 0.38 -3.39
C 2.66 -1.09 0.76
C 2.74 -2.37 0.21
C 3.07 -3.45 1.03
C 3.31 -3.24 2.38
C 3.23 -1.97 2.93
C 2.91 -0.89 2.12
C 3.69 1.98 -0.25
C 3.67 3.05 -1.14
C 4.71 3.97 -1.11
C 5.75 3.80 -0.20
C 5.76 2.73 0.68
C 4.73 1.81 0.66
H 4.17 -1.10 -2.14
H 4.42 -1.70 -4.50
H 2.75 -0.97 -6.16
H 0.83 0.40 -5.47
H 0.55 1.03 -3.10
H 2.59 -2.54 -0.85
H 3.15 -4.44 0.61
H 3.58 -4.08 3.01
H 3.44 -1.81 3.98
H 2.85 0.10 2.55
H 2.87 3.18 -1.86
H 4.71 4.80 -1.79
H 6.56 4.52 -0.19
H 6.58 2.61 1.37
H 4.75 0.97 1.35
```

Record 2
Computed, not measured: a 4-piece molecular cluster, C6H22N2O3 overall, with ωB97M-V with the def2-TZVPD basis set.

## Properties
SMILES = CCCNCCNC.O.O.O
energy relative to the best compared isomer or geometry (same formula, charge and spin) = 11.5 kcal per mole
E_HOMO = -8.531 eV

Structure (XYZ):
```
33
C6H22N2O3, DFT ωB97M-V with the def2-TZVPD basis set
C -0.73 -2.27 -0.19
C -0.31 -2.22 -1.67
C -1.12 -0.88 0.34
N 0.12 -0.10 0.64
C -0.18 1.30 0.99
C -0.42 2.23 -0.20
N -1.81 2.07 -0.72
C -2.74 2.95 -0.01
H 0.09 -2.70 0.43
H -1.58 -2.98 -0.07
H 0.58 -1.60 -1.83
H -0.16 -3.24 -2.09
H -1.10 -1.74 -2.25
H -1.71 -1.00 1.25
H -1.79 -0.31 -0.41
H 0.75 -0.14 -0.12
H 0.71 1.66 1.60
H -1.05 1.34 1.69
H 0.31 1.89 -1.04
H -0.14 3.31 0.05
H -1.86 2.22 -1.68
H -2.56 3.99 -0.19
H -2.77 2.70 1.04
H -3.74 2.71 -0.37
H 2.86 -0.46 -0.78
H 2.93 0.65 -1.78
O 2.36 -0.05 -1.49
H 1.35 -2.35 2.35
H 1.07 -0.93 1.98
O 1.80 -1.51 2.37
H 4.04 -2.07 0.35
H 3.05 -1.27 1.29
O 3.73 -1.21 0.51
```

Record 3
Computed, not measured: a single C21H23N3O5 molecule, with ωB97M-V with the def2-TZVPD basis set.

## Properties
SMILES = Cc1ccc(C(=O)C2=C(O)C(=O)N(CCN3CCOCC3)[C@@H]2c2ccccn2)o1
energy relative to the best compared isomer or geometry (same formula, charge and spin) = 58.4 kcal per mole
E_HOMO = -8.705 eV

Structure (XYZ):
```
52
C21H23N3O5, DFT ωB97M-V with the def2-TZVPD basis set
C -2.61 -3.43 1.92
C -3.18 -2.47 0.94
C -4.20 -2.60 0.04
C -4.30 -1.37 -0.63
C -3.31 -0.56 -0.11
C -3.01 0.82 -0.48
O -3.79 1.43 -1.20
C -1.78 1.44 0.02
C -1.41 2.72 -0.20
O -2.03 3.72 -0.81
H -1.45 4.50 -0.75
C -0.08 2.97 0.42
O 0.50 4.04 0.43
N 0.29 1.81 0.99
C 1.52 1.66 1.74
H 1.46 0.73 2.31
C 2.76 1.67 0.84
N 3.09 0.35 0.32
C 3.86 0.44 -0.92
C 4.19 -0.96 -1.44
O 4.89 -1.72 -0.48
C 4.15 -1.81 0.71
C 3.85 -0.43 1.29
H 3.26 -0.54 2.20
H 4.80 0.07 1.54
H 4.76 -2.39 1.40
H 3.20 -2.34 0.52
H 4.83 -0.90 -2.32
H 3.25 -1.47 -1.70
H 3.26 0.97 -1.66
H 4.80 1.00 -0.76
H 3.61 2.09 1.40
H 2.56 2.33 0.00
H 1.59 2.51 2.42
C -0.66 0.74 0.76
C -0.07 -0.37 -0.08
N 0.08 -0.11 -1.37
C 0.52 -1.07 -2.16
C 0.82 -2.35 -1.72
C 0.69 -2.61 -0.36
C 0.25 -1.60 0.48
H 0.13 -1.77 1.54
H 0.92 -3.59 0.03
H 1.15 -3.11 -2.41
H 0.63 -0.79 -3.20
H -1.00 0.33 1.72
O -2.63 -1.24 0.85
H -4.99 -1.09 -1.40
H -4.82 -3.47 -0.11
H -3.30 -4.26 2.07
H -2.43 -2.94 2.87
H -1.66 -3.83 1.56
```

Record 4
Computed, not measured: an isolated ion of composition C3H6Cl2N3S and charge +1, with ωB97M-V with the def2-TZVPD basis set.

## Properties
SMILES = [NH2+]=C(/[NH+]=C\N[S-])C(Cl)Cl
energy relative to the best compared isomer or geometry (same formula, charge and spin) = 27.8 kcal per mole
net charge = +1
E_HOMO (alpha / beta) = -12.459 / -12.462 eV

Structure (XYZ):
```
15
C3H6Cl2N3S, DFT ωB97M-V with the def2-TZVPD basis set
C 0.45 1.53 -0.64
C 0.41 -0.82 0.36
C -1.01 -0.80 0.54
N -0.69 1.76 -1.32
N 1.01 0.32 -0.13
N 1.22 -1.83 0.73
S -1.89 0.88 -2.01
Cl -1.42 0.58 1.74
Cl -1.64 -2.28 1.18
H 1.07 2.49 -0.63
H -1.53 -0.27 -0.35
H -0.77 2.68 -1.54
H 1.98 0.17 0.02
H 0.64 -2.60 1.03
H 2.19 -1.81 1.02
```

Record 5
Computed, not measured: a 2-piece molecular cluster, C5H8N overall, with ωB97M-V with the def2-TZVPD basis set.

## Properties
energy relative to the best compared isomer or geometry (same formula, charge and spin) = 141.4 kcal per mole
net charge = +1
E_HOMO = -15.205 eV

Structure (XYZ):
```
14
C5H8N, DFT ωB97M-V with the def2-TZVPD basis set
C -0.83 -0.12 2.07
C -1.89 -0.36 1.01
C -1.05 -0.25 -0.27
C 0.18 0.03 0.17
C 2.15 0.48 -1.76
N 0.33 0.04 1.53
H -0.82 -0.33 3.12
H -2.34 -1.39 1.02
H -2.71 0.32 1.32
H -1.51 -0.25 -1.31
H 1.57 0.32 -0.76
H 2.55 1.47 -1.81
H 1.44 0.38 -2.68
H 2.94 -0.32 -1.64
```

Record 6
Computed, not measured: a single CH6N2O2S molecule, with ωB97M-V with the def2-TZVPD basis set.

## Properties
energy relative to the best compared isomer or geometry (same formula, charge and spin) = 14.6 kcal per mole
E_HOMO = -8.875 eV

Structure (XYZ):
```
12
CH6N2O2S, DFT ωB97M-V with the def2-TZVPD basis set
C -0.71 -0.74 0.04
N 1.72 0.09 -0.36
N -0.53 -0.09 1.28
O -0.10 1.79 -0.54
O -1.99 -0.99 -0.45
S 0.24 0.45 -1.13
H -0.18 -1.58 -0.08
H 1.86 0.75 0.39
H 2.52 -0.04 -1.01
H -2.38 -0.21 -0.92
H -0.86 0.84 1.21
H 0.40 -0.27 1.59
```

Record 7
Computed, not measured: a 2-piece molecular cluster, C5H15NOS overall, with ωB97M-V with the def2-TZVPD basis set.

## Properties
SMILES = CCN[C@@H](C)CS.O
energy relative to the best compared isomer or geometry (same formula, charge and spin) = 21.1 kcal per mole
E_HOMO = -8.550 eV

Structure (XYZ):
```
23
C5H15NOS, DFT ωB97M-V with the def2-TZVPD basis set
C -0.57 0.58 -2.29
N 0.21 0.78 -1.08
C 0.72 -0.37 -0.39
C 1.11 -0.11 1.07
S 0.41 -1.46 2.15
C 1.99 -0.95 -1.17
C -1.98 1.18 -2.18
H -0.10 1.00 -3.20
H -0.61 -0.48 -2.54
H 0.70 1.65 -0.97
H -0.08 -1.11 -0.36
H 2.17 0.13 1.09
H 0.50 0.69 1.48
H 0.10 -0.66 3.20
H 2.52 -0.02 -1.38
H 2.57 -1.62 -0.54
H 1.65 -1.48 -2.06
H -2.48 0.75 -1.33
H -1.88 2.27 -2.21
H -2.61 0.86 -3.02
H -1.45 1.17 0.66
H -2.19 0.76 1.88
O -1.67 1.48 1.54
```

Record 8
Computed, not measured: C13H30ClO2P2Y as an isolated structure, with ωB97M-V with the def2-TZVPD basis set.

## Properties
net charge = +2
E_HOMO = -13.995 eV

Structure (XYZ):
```
49
C13H30ClO2P2Y, DFT ωB97M-V with the def2-TZVPD basis set
C 0.15 -0.03 -5.00
C 0.15 -0.05 -3.54
H 1.17 0.07 -5.40
H -0.49 0.81 -5.32
H -0.33 -0.95 -5.35
O 0.98 0.05 -2.65
Cl -1.94 -0.35 -2.75
Y -0.59 -0.03 -0.52
P -0.29 2.73 -0.39
C 1.09 3.61 0.40
C -0.14 3.28 -2.13
H -0.22 4.38 -2.17
H -1.63 4.79 -0.15
H -0.95 2.83 -2.72
H -2.62 3.30 -0.30
H 2.02 3.14 0.06
H 0.83 2.95 -2.52
C -1.72 3.73 0.15
H 1.07 4.67 0.13
H -1.78 3.66 1.24
H 1.01 3.50 1.49
P -0.05 -2.67 0.04
C 1.37 -3.30 0.98
C -1.39 -3.68 0.74
H -0.57 -3.13 -2.27
H 0.08 -4.59 -1.45
H 1.19 -3.27 -1.96
C 0.19 -3.50 -1.57
H -2.32 -3.45 0.21
H -1.19 -4.76 0.67
H 1.45 -4.40 0.91
H 1.28 -3.02 2.04
H -1.52 -3.41 1.80
H 2.29 -2.85 0.58
C 1.72 0.08 0.06
O 2.88 0.10 -0.08
C 0.27 0.00 3.60
C -1.01 -0.61 3.05
C -2.04 -0.60 4.18
C -1.49 0.08 1.74
H 0.11 1.04 3.91
H 1.04 -0.03 2.83
H 0.64 -0.57 4.47
H -0.80 -1.69 2.87
H -2.30 0.42 4.50
H -2.96 -1.11 3.88
H -1.68 -1.13 5.07
H -2.48 -0.31 1.44
H -1.61 1.16 1.94
```

Max |F| readings, ordered: 0.015 0.059 0.030 0.095 0.075 0.077 0.038 0.141 hartree/bohr